# 1
A cluster of 2 separate species, C3H8N2O in total at a distorted geometry, computed with ωB97M-V with the def2-TZVPD basis set.

Positions of all 14 atoms, in Å:
C -0.47376 -0.32682 -0.53645
C -0.89937 0.60028 0.38137
C -0.23179 -1.75943 -0.18522
O -1.49422 1.81507 0.00994
N 1.91335 0.32998 -0.48062
N 1.72294 1.00629 0.47758
H -1.28220 1.99440 -0.91328
H -0.43881 -0.06523 -1.58714
H 2.48961 1.49941 0.98038
H -1.29312 0.27449 1.33942
H 0.50532 1.04539 0.80204
H -0.15936 -1.89761 0.89539
H 0.69103 -2.12439 -0.63832
H -1.04963 -2.39181 -0.54511

Computed properties:
Energy above the lowest of the compared OMol25 structures with the same formula, charge and spin: 4.932 eV

Here are the Mulliken charges for atoms 1 to 5, given in e: number 1, C, carries -0.115; number 2, C, carries -0.269; number 3, C, carries -1.153; number 4, O, carries -0.503; number 5, N, carries -0.560



# 2
An isolated molecule of C5H8N2, computed with ωB97M-V with the def2-TZVPD basis set.

Positions of all 15 atoms, in Å:
C 2.08912 -0.63477 0.15842
C 1.07266 0.36826 -0.31319
C 0.57578 1.54163 0.33983
N -0.74118 1.60512 0.29826
N -1.13319 0.54528 -0.46154
C -2.22543 -0.27788 0.04351
C -0.04490 -0.15658 -0.88174
H 2.96091 -0.21283 0.64986
H 2.37813 -1.33528 -0.63191
H 1.54089 -1.22185 0.91086
H 1.12971 2.34861 0.81197
H -2.53272 -0.96985 -0.74422
H -3.05662 0.34820 0.36021
H -1.87275 -0.87169 0.90273
H -0.14043 -1.07636 -1.44305

Computed properties:
Energy above the lowest of the compared OMol25 structures with the same formula, charge and spin: 1.719 eV
SMILES: Cc1cnn(C)c1

Here are the Mulliken charges for atoms 1 to 5, given in e: number 1, C, carries -1.094; number 2, C, carries 0.380; number 3, C, carries -0.390; number 4, N, carries -0.851; number 5, N, carries 0.461



# 3
An isolated molecule of CH4P2S at a distorted geometry, computed with ωB97M-V with the def2-TZVPD basis set.

Positions of all 8 atoms, in Å:
P 0.72179 0.85580 1.48320
C 1.17628 -0.10680 0.22501
P -0.50987 -0.75981 -0.98929
S -2.52187 -1.25859 -1.15280
H 1.69440 1.57018 2.02574
H -0.22824 1.79772 2.09016
H -0.02146 -1.99805 -1.51439
H -0.31103 -0.10045 -2.16762

Computed properties:
Energy above the lowest of the compared OMol25 structures with the same formula, charge and spin: 5.813 eV
SMILES: [PH2]#C[PH2]=S

Here are the Mulliken charges for atoms 1 to 5, given in e: number 1, P, carries 0.208; number 2, C, carries -0.292; number 3, P, carries 0.117; number 4, S, carries -0.387; number 5, H, carries 0.057



# 4
An isolated molecule of C7H12O at a distorted geometry, computed with ωB97M-V with the def2-TZVPD basis set.

Positions of all 20 atoms, in Å:
C -2.23087 1.16414 -0.90444
C -1.01676 0.65471 -1.71149
C 0.10941 0.16959 -0.80633
C 1.24620 1.12602 -0.59421
C -0.01474 -0.95547 -0.11062
C 1.01922 -1.51234 0.80692
C 0.91304 -1.48644 2.12380
O 1.91587 -2.00364 2.91128
H -2.75246 1.97655 -1.40028
H -1.91032 1.41715 0.10874
H -2.94268 0.35068 -0.78186
H -0.62338 1.41120 -2.38931
H -1.33586 -0.20529 -2.30143
H 1.00598 1.75374 0.26796
H 1.43931 1.76690 -1.44276
H 2.16017 0.60972 -0.28076
H -0.85428 -1.61266 -0.30324
H 1.96516 -1.79548 0.36084
H 0.00705 -1.22110 2.65778
H 1.89994 -1.60799 3.78942

Computed properties:
Energy above the lowest of the compared OMol25 structures with the same formula, charge and spin: 1.189 eV
SMILES: CC/C(C)=C/C=C/O

Here are the Mulliken charges for atoms 1 to 5, given in e: number 1, C, carries -1.033; number 2, C, carries -0.751; number 3, C, carries 0.768; number 4, C, carries -1.336; number 5, C, carries -0.502



# 5
A cluster of 2 separate species, C23H24N2O4S2 in total at a distorted geometry, computed with ωB97M-V with the def2-TZVPD basis set.

Positions of all 55 atoms, in Å:
C -1.62890 -2.18805 4.04030
C -1.68604 -1.64430 2.81233
S -0.16517 -1.25236 1.94015
O 0.60408 -2.46654 1.80667
O -0.50456 -0.45138 0.78480
C 0.72969 -0.14638 3.05662
C 0.53590 1.23596 2.99059
C 1.18632 2.09265 3.88276
C 2.07113 1.56671 4.83082
C 2.27753 0.18361 4.89469
C 1.60891 -0.66667 4.00942
S -3.29090 -1.11572 2.17075
O -4.27326 -1.31147 3.21218
O -3.46504 -1.68965 0.86004
C -3.13228 0.66860 1.96017
C -3.17120 1.22334 0.68647
C -3.04472 2.60482 0.53606
C -2.87379 3.41744 1.66089
C -2.82530 2.84829 2.93827
C -2.97526 1.46960 3.08833
H -0.67026 -2.45557 4.46527
H -2.54281 -2.37472 4.59347
H -0.13653 1.64717 2.24278
H 0.99883 3.16942 3.82910
H 2.59631 2.23329 5.51920
H 2.95925 -0.24188 5.63567
H 1.76708 -1.74051 4.05212
H -3.28459 0.57165 -0.17475
H -3.07785 3.03352 -0.46775
H -2.77405 4.49828 1.54555
H -2.67137 3.46801 3.82488
H -2.94249 1.00499 4.07100
C 1.11664 -4.04975 -1.05869
C 1.82262 -5.13845 -1.59480
C 3.10953 -4.91758 -2.13812
N 3.86311 -5.99054 -2.63461
C 4.72090 -6.76023 -1.73517
C 5.13240 -8.01116 -2.52238
C 4.26901 -8.03956 -3.78968
C 3.35242 -6.81153 -3.73190
C 3.61111 -3.59178 -2.13212
C 2.80003 -2.57536 -1.60395
N 1.59388 -2.80707 -1.08646
H 0.13396 -4.19112 -0.60479
H 1.39077 -6.13953 -1.55635
H 4.17096 -7.06590 -0.82641
H 5.58610 -6.16598 -1.41017
H 4.95912 -8.90001 -1.91171
H 6.19275 -7.95516 -2.77757
H 4.89751 -7.98850 -4.68158
H 3.66250 -8.94657 -3.83409
H 3.36396 -6.25223 -4.67926
H 2.31033 -7.12528 -3.55083
H 4.59119 -3.35682 -2.54643
H 3.13240 -1.53401 -1.59737

Computed properties:
Energy above the lowest of the compared OMol25 structures with the same formula, charge and spin: 3.790 eV
SMILES: C=C(S(=O)(=O)c1ccccc1)S(=O)(=O)c1ccccc1.c1cc(N2CCCC2)ccn1

Here are the Mulliken charges for atoms 1 to 5, given in e: number 1, C, carries -0.818; number 2, C, carries 0.190; number 3, S, carries 1.180; number 4, O, carries -0.619; number 5, O, carries -0.593



# 6
An isolated molecule of C2H3ClO2S at a distorted geometry, computed with ωB97M-V with the def2-TZVPD basis set.

Positions of all 9 atoms, in Å:
C 1.32610 0.08106 -0.24771
C -0.35507 0.40936 0.21822
O 3.59918 -0.88205 0.00009
O 1.68773 0.42204 -1.49710
S 2.36592 -0.62360 0.72659
Cl -1.41301 -0.75994 -0.60228
H -0.49674 1.41588 -0.22999
H -0.57725 0.43888 1.30792
H 1.10335 0.20330 -2.15896

Computed properties:
Energy above the lowest of the compared OMol25 structures with the same formula, charge and spin: 1.853 eV

Here are the Mulliken charges for atoms 1 to 5, given in e: number 1, C, carries 0.324; number 2, C, carries -0.419; number 3, O, carries -0.509; number 4, O, carries -0.436; number 5, S, carries 0.251